*1*
Formula: C4H7N2S
Source: OMol25
Level of theory: ωB97M-V with the def2-TZVPD basis set

Geometry as ORCA input:
```
! wB97M-V def2-TZVPD RIJCOSX def2/J DEFGRID3
* xyz 1 1
C 0.0292 0.1040 -0.0489
C 0.8729 -0.5823 0.7726
C 1.3594 -0.2339 2.1278
C -1.0582 -0.1806 -2.2472
N 0.6208 -1.5457 -1.3941
N -0.1734 -0.5577 -1.2472
S 1.4791 -1.9377 -0.1020
H -0.5057 0.9757 0.3153
H 1.3080 -0.9654 2.9059
H 2.4584 -0.0502 2.0317
H 0.9198 0.6173 2.5057
H -1.5146 0.7371 -1.9287
H -0.4686 0.1037 -3.2568
H -1.7978 -0.9356 -2.7600
*
```

- Frontier orbital gap: 10.090 eV
- M: 115.2 g/mol

---

*2*
Formula: C4H7N2S
Source: OMol25
Level of theory: ωB97M-V with the def2-TZVPD basis set

Geometry as ORCA input:
```
! wB97M-V def2-TZVPD RIJCOSX def2/J DEFGRID3
* xyz 1 1
C 0.0797 -1.3779 -0.1162
C -1.2568 -1.5592 -0.0088
C -0.0810 1.6841 -0.0217
C 2.5158 -1.0958 0.0367
N 1.2351 -1.1448 0.0869
N -1.3534 1.7680 0.0286
S -2.4800 -0.4527 0.0760
H -1.4585 -2.5286 -0.2195
H 0.2632 1.6358 0.9779
H 0.3311 1.7321 -1.0297
H 3.0964 -2.1059 -0.0224
H 2.9339 -0.2136 0.2183
H -1.9684 1.8077 0.8441
H -1.8570 1.8508 -0.8502
*
```

- Frontier orbital gap (alpha / beta): 7.292 / 7.293 eV
- M: 115.2 g/mol

---

The structure with the least stability is *2*.

---

*1*
Formula: C2HFN2O
Source: OMol25
Level of theory: ωB97M-V with the def2-TZVPD basis set

Geometry as ORCA input:
```
! wB97M-V def2-TZVPD RIJCOSX def2/J DEFGRID3
* xyz 0 1
O 1.1988 -1.6936 -1.4758
N 0.9278 -0.5534 -1.2797
C 0.6849 0.4804 -0.7132
F 0.4357 1.7129 -0.9460
C -0.9001 -0.0424 1.3871
N -1.1239 1.0798 1.3829
H -1.2232 -0.9839 1.6447
*
```

- Frontier orbital gap: 9.697 eV
- Structure (SMILES): [O-][N+]#CF.C#N
- M: 88.0 g/mol

---

*2*
Formula: C2HFN2O
Source: OMol25
Level of theory: ωB97M-V with the def2-TZVPD basis set

Geometry as ORCA input:
```
! wB97M-V def2-TZVPD RIJCOSX def2/J DEFGRID3
* xyz 0 1
F 1.9051 0.0066 -0.0451
C 0.6300 0.1213 0.1048
C -0.2428 1.1973 -0.0227
N -1.4828 0.5047 -0.0247
N -1.3651 -0.7745 -0.0100
O 0.0767 -1.0515 0.0088
H -0.1474 2.3296 0.0845
*
```

- Frontier orbital gap: 10.992 eV
- Structure (SMILES): Fc1cnno1
- M: 88.0 g/mol

---

The structure with the least stability is *1*.

---

*1*
Formula: C2H9N3O
Source: OMol25
Level of theory: ωB97M-V with the def2-TZVPD basis set

Geometry as ORCA input:
```
! wB97M-V def2-TZVPD RIJCOSX def2/J DEFGRID3
* xyz 0 1
N 0.7013 -1.3878 -1.4887
N 0.9126 -0.5958 -0.2772
C -0.3743 -0.3202 0.3706
N -0.1475 -0.3103 1.8002
C -0.8682 1.0391 -0.1704
O 0.1016 2.0298 0.0540
H 0.2716 -0.7596 -2.1675
H 1.6293 -1.6061 -1.8456
H 1.4358 -1.1974 0.3582
H -1.1063 -1.1069 0.1325
H -1.0295 -0.2465 2.2952
H 0.3976 0.5143 2.0394
H -1.0983 0.9525 -1.2427
H -1.7746 1.3529 0.3528
H 0.9488 1.6421 -0.2109
*
```

- Frontier orbital gap: 9.688 eV
- Structure (SMILES): NN[C@@H](N)CO
- M: 91.1 g/mol

---

*2*
Formula: C2H9N3O
Source: OMol25
Level of theory: ωB97M-V with the def2-TZVPD basis set

Geometry as ORCA input:
```
! wB97M-V def2-TZVPD RIJCOSX def2/J DEFGRID3
* xyz 0 1
H 0.5699 0.4250 2.7970
N 0.2564 0.2407 1.8585
C -0.1606 1.3358 1.3042
N 0.1111 1.9532 0.1576
H -0.9571 1.8740 1.8522
H -0.3825 2.7858 -0.0235
H 0.8130 1.7445 -0.5232
N -1.1917 -1.2778 -0.5765
C -0.0382 -1.5376 -1.3614
O 1.0848 -0.6842 -1.1750
H -1.9246 -0.7888 -1.0669
H -1.0386 -0.8853 0.3345
H -0.3066 -1.5292 -2.4164
H 0.3353 -2.5575 -1.2108
H 1.1676 -0.5472 -0.2133
*
```

- Frontier orbital gap: 9.639 eV
- Structure (SMILES): [H]/N=C/N.NCO
- M: 91.1 g/mol

---

The structure with the least stability is *2*.

---

*1*
Formula: C7H10O2
Source: OMol25
Level of theory: ωB97M-V with the def2-TZVPD basis set

Geometry as ORCA input:
```
! wB97M-V def2-TZVPD RIJCOSX def2/J DEFGRID3
* xyz 0 1
O 0.5731 1.7155 0.8387
C 1.2367 0.5346 1.0369
C 0.4158 -0.6396 1.4103
C -0.8679 -0.8998 1.3598
C -1.6868 -0.2517 0.2916
C -1.1151 -0.5875 -1.1817
O -0.4655 0.5312 -1.7814
C 0.3398 -0.5504 -1.3126
C 1.5680 -0.1566 -0.4625
H -0.3212 1.5651 0.1593
H 2.3260 0.7315 1.4900
H 0.9006 -0.7566 2.3130
H -1.5253 -1.5641 1.8804
H -1.9163 0.9471 0.0850
H -2.7765 -0.6137 0.2497
H -1.8575 -1.1063 -1.9658
H 0.8121 -0.9869 -2.2516
H 2.4699 0.3557 -0.9983
H 1.6858 -1.2397 -0.2696
*
```

- Frontier orbital gap: 9.776 eV
- Structure (SMILES): O[C@H]1C=CC[C@H]2O[C@H]2C1
- M: 126.2 g/mol

---

*2*
Formula: C7H10O2
Source: OMol25
Level of theory: ωB97M-V with the def2-TZVPD basis set

Geometry as ORCA input:
```
! wB97M-V def2-TZVPD RIJCOSX def2/J DEFGRID3
* xyz 0 1
C 1.4937 -1.2941 -1.4766
C 1.2236 -0.2046 -0.4099
C 0.1471 0.8734 -0.7663
C 0.4033 1.1097 0.7999
C 0.5810 -0.4259 0.8595
C -0.9590 -0.8374 0.6465
C -1.2137 0.1577 -0.4713
H 0.5954 -1.7811 -1.7985
H 2.1650 -2.1020 -1.0856
H 1.8897 -0.9073 -2.3497
H 2.1873 0.2431 -0.1392
H 0.2737 1.5471 -1.6960
H 1.3821 1.5909 0.8897
H -0.6519 1.4580 2.5340
H 1.2392 -0.9888 1.6206
H -1.5412 -1.0157 1.5176
H -2.1426 0.5886 -0.7795
O -0.6441 1.8866 1.4223
O -1.2875 -1.2498 -0.6478
*
```

- Frontier orbital gap: 9.849 eV
- M: 126.2 g/mol

---

The structure with the least stability is *1*.

---

*1*
Formula: C7H10O2
Source: OMol25
Level of theory: ωB97M-V with the def2-TZVPD basis set

Geometry as ORCA input:
```
! wB97M-V def2-TZVPD RIJCOSX def2/J DEFGRID3
* xyz 0 1
C -1.1888 -1.2621 0.6116
C -0.1078 -0.8481 -0.3909
C 1.4956 -0.6230 -0.0109
C 0.9604 1.6531 0.9021
C -0.4405 1.4806 0.3353
C -0.2981 0.7060 -0.9350
C -0.9000 -0.4320 -1.5637
H -2.1777 -2.1652 -0.1228
H -0.4578 -1.9397 1.4690
H -2.0151 -0.1897 0.9783
H 2.0429 -1.5277 0.6060
H 2.3383 0.0247 -0.6303
H 1.8777 2.2066 0.2290
H 0.8354 1.9760 1.9577
H 0.5775 1.1261 -1.6573
H -0.5303 -0.8519 -2.6259
H -1.8292 -0.9686 -1.6313
O 1.2107 0.1817 1.3244
O -1.3931 1.4531 1.1549
*
```

- Frontier orbital gap: 9.590 eV
- M: 126.2 g/mol

---

*2*
Formula: C7H10O2
Source: OMol25
Level of theory: ωB97M-V with the def2-TZVPD basis set

Geometry as ORCA input:
```
! wB97M-V def2-TZVPD RIJCOSX def2/J DEFGRID3
* xyz 0 1
C 1.9393 -0.4483 -0.3919
C 0.3944 0.8315 -0.3387
C -0.9102 1.5276 -0.1663
C -1.9011 0.3113 -0.1925
C -1.5017 -1.0513 -0.3880
C 0.8408 -1.1624 0.4263
C 0.3225 0.1005 1.0648
H 1.9841 -0.6757 -1.4272
H 3.0049 -0.6436 -0.2069
H 0.0951 0.1766 -1.2701
H -1.2338 2.3572 -0.9042
H -0.8030 2.0061 0.9359
H -3.0244 0.3522 0.1015
H -2.1517 -1.8194 -0.7861
H 1.1950 -1.8517 1.1552
H -0.7284 0.0280 1.3954
H 0.9259 0.5519 1.9638
O 1.7678 1.0470 -0.5138
O -0.2155 -1.6377 -0.4573
*
```

- Frontier orbital gap: 9.630 eV
- M: 126.2 g/mol

---

The structure with the least stability is *1*.

---

*1*
Formula: C2H4Si
Source: OMol25
Level of theory: ωB97M-V with the def2-TZVPD basis set

Geometry as ORCA input:
```
! wB97M-V def2-TZVPD RIJCOSX def2/J DEFGRID3
* xyz 0 1
C 1.6783 -1.3367 -1.5595
C 0.9398 -0.5351 -1.0587
Si -1.0469 0.8598 0.9573
H 2.4919 -1.8875 -1.8439
H -1.9509 -0.2871 0.6218
H -1.6630 2.3242 0.6640
H -0.4492 0.8625 2.2190
*
```

- Frontier orbital gap: 7.053 eV
- M: 56.1 g/mol

---

*2*
Formula: C2H4Si
Source: OMol25
Level of theory: ωB97M-V with the def2-TZVPD basis set

Geometry as ORCA input:
```
! wB97M-V def2-TZVPD RIJCOSX def2/J DEFGRID3
* xyz 0 1
C 1.4578 -0.7145 -0.2057
C 2.1301 0.2281 0.1821
Si -2.0482 -0.1779 0.0366
H 0.8742 -1.5872 -0.4187
H 2.6899 1.1020 0.3682
H -1.8847 1.1753 0.7439
H -3.2193 -0.0258 -0.7063
*
```

- Frontier orbital gap: 7.408 eV
- M: 56.1 g/mol

---

The structure with the least stability is *1*.